{"formula": "C20H16N6O2S", "method": "ωB97M-V/def2-TZVPD", "elements": ["C", "C", "O", "C", "C", "C", "C", "N", "C", "O", "C", "S", "C", "C", "C", "C", "N", "N", "C", "C", "C", "C", "C", "N", "C", "N", "N", "C", "C", "H", "H", "H", "H", "H", "H", "H", "H", "H", "H", "H", "H", "H", "H", "H", "H"], "xyz": [[-5.3628, -1.4876, 1.6860], [-5.2026, -0.1280, 1.0471], [-6.1635, 0.5456, 0.7469], [-3.8186, 0.3426, 0.7989], [-2.6828, -0.3867, 1.1516], [-1.4276, 0.1048, 0.8700], [-1.2686, 1.3310, 0.2221], [0.0291, 1.7222, -0.0967], [0.4587, 2.8931, -0.6268], [-0.1995, 3.8924, -0.7845], [1.9252, 2.8324, -1.0640], [3.1542, 2.6379, 0.2705], [3.2871, 0.9099, 0.4701], [4.3864, 0.4105, 1.2316], [4.5139, -0.9302, 1.4216], [3.5267, -1.7686, 0.8635], [3.3070, -3.0654, 0.9154], [2.1864, -3.3176, 0.2643], [1.6852, -2.1981, -0.2228], [0.4428, -2.0665, -0.9525], [-0.5847, -2.9917, -0.7582], [-1.7859, -2.7943, -1.4118], [-1.9210, -1.6811, -2.2321], [-0.9383, -0.8271, -2.4575], [0.2122, -1.0181, -1.8447], [2.5083, -1.1690, 0.1309], [2.3780, 0.1423, -0.0721], [-2.3954, 2.0790, -0.1102], [-3.6478, 1.5813, 0.1769], [-4.9038, -1.4928, 2.6722], [-4.8865, -2.2501, 1.0738], [-6.4217, -1.7127, 1.7836], [-2.7679, -1.3412, 1.6466], [-0.5530, -0.4668, 1.1486], [0.7345, 0.9904, -0.0072], [2.0804, 2.0133, -1.7659], [2.1799, 3.7822, -1.5342], [5.0906, 1.1188, 1.6346], [5.3189, -1.3715, 1.9847], [-0.4212, -3.8298, -0.0982], [-2.6052, -3.4844, -1.2854], [-2.8509, -1.4662, -2.7405], [0.9927, -0.3096, -2.0871], [-2.2793, 3.0336, -0.5952], [-4.5315, 2.1435, -0.0850]], "atomic_forces_ev_per_a": [[-0.3, 0.1, 0.0], [-0.1, -0.3, 0.1], [0.0, 0.0, 0.0], [0.2, 0.4, -0.2], [-0.2, 0.1, -0.1], [0.1, 0.1, 0.0], [-0.4, 0.0, 0.1], [0.1, -0.4, 0.2], [0.5, -0.1, 0.0], [-0.2, 0.3, -0.1], [0.2, 0.0, 0.2], [0.0, 0.3, -0.1], [-0.6, -0.4, -0.4], [0.2, -0.4, 0.2], [-0.1, 0.5, -0.1], [-0.5, 0.0, -0.4], [1.1, 0.1, 0.7], [-0.9, -0.2, -0.6], [0.3, 0.1, 0.1], [-0.5, 0.1, -0.3], [0.1, 0.2, -0.1], [0.1, 0.0, 0.0], [-0.2, -0.2, 0.1], [-0.2, 0.4, -0.4], [0.3, -0.2, 0.2], [0.7, -1.0, 0.5], [0.1, 0.8, 0.0], [0.1, 0.1, -0.1], [-0.1, -0.2, 0.1], [0.1, -0.1, 0.1], [0.1, -0.1, 0.0], [0.0, 0.0, 0.0], [0.0, -0.1, 0.0], [0.1, 0.0, 0.0], [-0.2, 0.3, -0.1], [0.0, 0.0, -0.1], [-0.1, -0.1, 0.0], [0.1, 0.0, 0.1], [0.1, 0.0, 0.1], [0.0, -0.1, 0.1], [-0.1, 0.0, 0.0], [-0.1, -0.1, 0.0], [0.1, 0.0, 0.1], [0.0, 0.0, 0.0], [-0.1, 0.0, 0.0]], "nbo_charge": [-0.717, 0.575, -0.542, -0.204, -0.174, -0.206, 0.175, -0.641, 0.675, -0.583, -0.619, 0.324, 0.066, -0.265, -0.129, 0.238, -0.249, -0.234, 0.284, -0.147, -0.129, -0.254, 0.052, -0.412, 0.058, -0.152, -0.317, -0.251, -0.122, 0.229, 0.224, 0.239, 0.215, 0.199, 0.431, 0.250, 0.265, 0.242, 0.250, 0.238, 0.225, 0.201, 0.197, 0.254, 0.238], "max_force_ev_per_a": 1.4, "relative_energy_kcal_mol": 9.21, "lumo_ev": -0.82, "e_tot_ha": -1648.95134, "smiles": "CC(=O)c1ccc(NC(=O)CSc2ccc3nnc(-c4cccnc4)n3n2)cc1"}

=====

{"formula": "C5H8OS", "method": "ωB97M-V/def2-TZVPD", "elements": ["C", "C", "C", "C", "C", "H", "H", "H", "H", "H", "H", "H", "H", "O", "S"], "xyz": [[-1.9192, 0.2668, 0.3199], [-0.5836, 1.0878, -0.4241], [0.2941, 0.0853, -1.1912], [1.2775, -0.8009, -0.6158], [2.1220, -0.7690, 0.5787], [-2.6391, 0.2424, -0.6076], [-2.4186, 0.8751, 1.2273], [-1.4304, -0.9182, 0.7398], [-0.0720, 1.4947, 0.4574], [-1.0554, 1.9722, -0.9607], [0.0382, 0.2010, -2.3112], [1.6038, -1.5538, -1.2346], [0.2212, -1.4027, 1.3769], [3.3695, -0.7295, 0.5873], [1.1923, -0.0512, 2.0580]], "atomic_forces_ev_per_a": [[1.4, -0.7, -0.7], [-1.4, -0.5, 2.2], [0.8, -0.3, 1.4], [-3.1, 2.6, -2.2], [3.0, 4.0, 1.7], [1.0, -0.7, 2.2], [1.4, -1.4, -2.2], [-2.1, 3.8, -1.5], [0.1, 0.0, -0.5], [0.9, -1.4, 0.1], [0.8, -1.4, 1.8], [1.0, -1.4, -1.9], [1.6, 3.1, 2.2], [-3.9, -1.2, -0.4], [-1.4, -4.6, -2.1]], "nbo_charge": [-0.601, -0.489, -0.075, -0.367, 0.421, 0.215, 0.231, 0.203, 0.238, 0.222, 0.231, 0.220, 0.156, -0.515, -0.089], "max_force_ev_per_a": 5.2, "relative_energy_kcal_mol": 125.26, "lumo_ev": -0.80, "e_tot_ha": -668.53892}

=====

{"formula": "C22H30N6O2", "method": "ωB97M-V/def2-TZVPD", "elements": ["C", "C", "C", "C", "O", "C", "N", "C", "N", "C", "C", "N", "N", "C", "C", "C", "C", "C", "C", "C", "N", "C", "C", "C", "C", "C", "C", "C", "O", "N", "H", "H", "H", "H", "H", "H", "H", "H", "H", "H", "H", "H", "H", "H", "H", "H", "H", "H", "H", "H", "H", "H", "H", "H", "H", "H", "H", "H", "H", "H"], "xyz": [[-4.4391, -3.4645, 1.8862], [-4.9974, -2.3592, 0.9987], [-4.0226, -1.9895, -0.1165], [-4.5579, -0.8582, -0.9941], [-4.6763, 0.3537, -0.2639], [-3.6121, 1.1520, -0.1982], [-3.7731, 2.1965, 0.5981], [-2.7400, 3.0294, 0.7359], [-2.8914, 4.0474, 1.6472], [-1.5502, 2.8193, 0.0436], [-1.5138, 1.7307, -0.8444], [-2.5407, 0.8804, -0.9324], [-0.4247, 1.5406, -1.6181], [-0.2869, 0.3494, -2.4377], [0.3593, -0.7503, -1.6332], [-0.4161, -1.7621, -1.0845], [0.1584, -2.7071, -0.2537], [1.5068, -2.6386, 0.0511], [2.2986, -1.6413, -0.5018], [3.7685, -1.5522, -0.1891], [4.2437, -0.1824, -0.2999], [3.7417, 0.6815, 0.7604], [4.7197, 0.5540, 1.9509], [6.0041, -0.0128, 1.3265], [5.6856, -0.0573, -0.1813], [1.7176, -0.7146, -1.3556], [0.5899, 2.5644, -1.7092], [0.7458, 3.4110, -0.4506], [1.7980, 3.9306, -0.1426], [-0.3902, 3.5852, 0.2526], [-5.1444, -3.7149, 2.6748], [-4.2455, -4.3619, 1.3015], [-3.5059, -3.1492, 2.3477], [-5.9413, -2.6879, 0.5578], [-5.2005, -1.4698, 1.5971], [-3.8338, -2.8611, -0.7474], [-3.0759, -1.6697, 0.3234], [-3.9054, -0.6999, -1.8580], [-5.5722, -1.0870, -1.3324], [-2.4295, 4.9189, 1.4411], [-3.8424, 4.1402, 1.9695], [0.3115, 0.6026, -3.3160], [-1.2879, 0.0469, -2.7509], [-1.4700, -1.7990, -1.3084], [-0.4508, -3.4922, 0.1702], [1.9472, -3.3651, 0.7196], [3.9560, -1.9938, 0.8038], [4.3171, -2.1513, -0.9255], [3.7412, 1.7084, 0.3842], [2.7189, 0.4130, 1.0238], [4.3202, -0.1204, 2.7083], [4.8864, 1.5222, 2.4184], [6.2107, -1.0166, 1.6997], [6.8744, 0.6077, 1.5299], [5.9698, 0.8908, -0.6472], [6.1960, -0.8671, -0.7025], [2.3545, 0.0425, -1.7858], [1.5605, 2.1063, -1.9095], [0.3647, 3.2541, -2.5420], [-0.3287, 4.1174, 1.1106]], "atomic_forces_ev_per_a": [[-0.2, 0.2, -0.1], [0.3, -0.1, 0.0], [-0.5, 0.4, 0.0], [0.2, -0.5, -0.3], [-0.2, 0.0, 0.2], [0.6, 0.7, 0.1], [-0.3, -0.1, 0.2], [0.3, -0.5, -0.5], [0.1, 0.1, 0.0], [-0.4, -0.3, -0.2], [-0.5, 0.4, 0.5], [-0.1, -0.2, -0.1], [0.1, 0.1, 0.1], [-0.1, -0.2, 0.0], [0.0, -0.1, -0.1], [0.0, 0.0, -0.1], [0.0, -0.1, 0.0], [0.0, 0.0, 0.0], [-0.1, 0.0, 0.0], [0.2, 0.0, -0.1], [0.0, -0.2, -0.2], [-0.1, 0.2, 0.1], [-0.1, 0.0, 0.0], [0.0, -0.1, -0.1], [0.2, 0.1, 0.0], [-0.1, -0.1, 0.0], [0.2, 0.3, -0.2], [0.2, 0.0, -0.2], [0.2, 0.0, -0.1], [-0.4, 0.3, 0.5], [0.0, -0.1, 0.1], [0.0, -0.1, 0.0], [0.1, 0.0, 0.1], [-0.1, 0.1, 0.0], [-0.1, 0.0, 0.0], [0.1, 0.0, 0.0], [0.1, 0.0, -0.1], [-0.2, 0.0, 0.1], [0.1, 0.0, 0.0], [-0.1, 0.0, 0.0], [0.0, 0.0, 0.0], [-0.1, 0.0, 0.0], [0.2, 0.0, -0.1], [-0.2, 0.0, 0.0], [-0.1, -0.1, 0.0], [0.1, -0.1, 0.1], [0.0, -0.1, 0.0], [0.0, 0.0, 0.1], [-0.1, 0.0, 0.1], [0.0, 0.1, 0.0], [0.0, 0.0, 0.1], [0.0, 0.0, 0.1], [0.0, 0.0, 0.0], [0.1, 0.0, 0.0], [0.1, 0.0, 0.0], [0.0, 0.0, -0.1], [0.1, 0.1, 0.0], [-0.1, 0.1, 0.1], [0.1, -0.1, 0.1], [0.2, -0.1, -0.1]], "nbo_charge": [-0.600, -0.396, -0.426, -0.069, -0.477, 0.706, -0.555, 0.416, -0.806, -0.082, 0.446, -0.606, -0.398, -0.235, -0.034, -0.212, -0.203, -0.207, -0.038, -0.240, -0.443, -0.240, -0.434, -0.432, -0.218, -0.173, -0.301, 0.673, -0.604, -0.593, 0.209, 0.197, 0.202, 0.191, 0.210, 0.202, 0.210, 0.202, 0.187, 0.381, 0.405, 0.209, 0.237, 0.217, 0.213, 0.209, 0.172, 0.211, 0.208, 0.210, 0.203, 0.215, 0.200, 0.213, 0.192, 0.201, 0.218, 0.236, 0.207, 0.414], "max_force_ev_per_a": 0.9, "relative_energy_kcal_mol": 11.57, "lumo_ev": 0.68, "e_tot_ha": -1335.40259, "smiles": "CCCCOc1nc(N)c2c(n1)N(Cc1cccc(CN3CCCC3)c1)CC(=O)N2"}

=====

{"formula": "C8H12FO4S", "method": "ωB97M-V/def2-TZVPD", "elements": ["C", "C", "O", "C", "C", "C", "C", "S", "O", "O", "F", "C", "C", "O", "H", "H", "H", "H", "H", "H", "H", "H", "H", "H", "H", "H"], "xyz": [[1.7651, 0.6609, 1.5492], [0.6805, 1.2791, 0.7157], [-0.3534, 1.6899, 1.2236], [0.8706, 1.4833, -0.8607], [-0.4206, 2.0249, -1.4572], [2.0606, 2.4192, -1.0676], [2.0475, 3.7756, -0.4688], [3.0625, 4.3457, 0.7883], [4.2599, 5.0628, 0.4225], [3.1079, 3.3697, 1.8454], [2.0993, 5.5529, 1.3411], [1.2446, 0.0640, -1.4466], [0.6934, -0.4869, -2.7368], [2.0241, -0.6486, -0.8293], [2.2971, -0.1193, 1.0004], [2.4615, 1.4271, 1.9034], [1.2585, 0.1988, 2.4026], [-0.5572, 1.6644, -2.4871], [-1.2420, 1.6441, -0.8363], [-0.4276, 3.1212, -1.4358], [2.1525, 2.6254, -2.1511], [3.0054, 1.9166, -0.7718], [1.7292, 4.6282, -1.0708], [-0.1612, 0.0411, -3.1612], [1.5105, -0.5434, -3.4712], [0.3901, -1.5264, -2.5436]], "atomic_forces_ev_per_a": [[-0.1, -0.6, 0.3], [-0.9, 1.0, -0.4], [0.9, -0.6, -0.4], [-0.4, -1.7, 0.8], [-0.2, -0.2, 0.0], [2.0, 0.6, -0.4], [0.2, 1.7, 1.2], [-2.6, -1.1, -2.3], [0.0, 0.1, 0.5], [0.9, 0.3, 0.5], [0.6, -0.2, 0.1], [0.5, 0.4, 1.3], [-0.3, -0.4, -0.4], [-0.4, 0.2, -1.3], [0.0, 0.5, 0.3], [-0.2, -0.1, -0.2], [0.1, 0.2, 0.1], [0.0, 0.5, 0.3], [0.0, 0.3, -0.3], [0.0, -0.3, 0.1], [0.0, -0.6, 0.1], [-0.5, -0.2, -0.2], [0.2, -0.3, 0.0], [0.3, -0.1, 0.0], [-0.2, 0.2, 0.2], [0.1, 0.3, 0.0]], "nbo_charge": [-0.774, 0.662, -0.574, -0.262, -0.617, -0.412, -0.945, 2.367, -0.964, -0.985, -0.540, 0.632, -0.724, -0.582, 0.258, 0.294, 0.212, 0.184, 0.232, 0.235, 0.196, 0.218, 0.203, 0.215, 0.238, 0.234], "max_force_ev_per_a": 3.6, "charge": -1, "relative_energy_kcal_mol": 20.44, "lumo_ev": 3.08, "e_tot_ha": -1111.04967, "smiles": "CC(=O)C(C)(CC=[S@](=O)([O-])F)C(C)=O"}

=====

{"formula": "C2H2FO3P", "method": "ωB97M-V/def2-TZVPD", "elements": ["C", "C", "O", "O", "O", "F", "P", "H", "H"], "xyz": [[2.9204, 0.3023, 0.0421], [-0.2113, 0.5681, 0.1417], [-3.0104, -0.3368, 0.4580], [-1.2780, -2.0396, -0.3600], [-0.9017, 0.4224, -1.0361], [-0.6150, 1.7968, 0.8328], [-1.5820, -0.6951, 0.2084], [2.8551, -0.6450, -0.5426], [1.8228, 0.6270, 0.2558]], "atomic_forces_ev_per_a": [[-0.5, 0.4, 0.2], [-2.6, 0.0, 0.4], [0.4, 0.4, 0.8], [0.2, -0.4, 0.9], [0.5, 0.5, 1.3], [0.7, -0.7, -0.7], [0.4, 0.1, -2.8], [-0.2, 0.1, 0.1], [1.1, -0.4, -0.3]], "nbo_charge": [-1.021, 0.301, -1.138, -1.143, -0.788, -0.455, 2.088, 0.060, 0.096], "max_force_ev_per_a": 2.8, "charge": -2, "relative_energy_kcal_mol": 145.75, "lumo_ev": [6.80, 6.79], "e_tot_ha": -744.14361}

=====

{"formula": "C13H20O2", "method": "ωB97M-V/def2-TZVPD", "elements": ["C", "C", "C", "C", "C", "C", "C", "C", "O", "C", "C", "O", "H", "H", "H", "H", "H", "H", "H", "H", "H", "H", "H", "H", "H", "H", "H", "H", "C", "C", "C", "H", "H", "H", "H"], "xyz": [[2.4938, -1.8134, -1.3894], [2.4046, -0.7383, -0.8283], [2.2544, 0.4985, -0.0352], [2.2235, 0.0441, 1.3896], [3.5519, 1.3951, -0.1948], [1.0620, 1.4021, -0.4560], [-0.2306, 0.6880, -0.1211], [-1.4198, 1.4440, -0.7701], [-1.3890, 2.8330, -0.3529], [-2.6717, 0.7706, -0.3053], [-3.6601, 1.5577, 0.4548], [-2.9394, -0.3860, -0.5798], [2.5112, -2.5083, -2.0927], [1.3619, -0.4476, 1.7255], [2.3500, 1.0219, 2.0225], [3.1822, -0.5902, 1.3921], [3.5008, 2.3177, 0.2368], [3.7604, 1.6024, -1.2985], [4.4197, 0.7883, 0.1003], [0.9948, 1.5919, -1.4559], [1.2037, 2.3094, 0.1633], [-0.4149, -0.4196, -0.5350], [-0.3912, 0.5635, 0.9442], [-1.1923, 1.4691, -1.8428], [-1.1840, 2.8815, 0.5471], [-3.2594, 2.5072, 0.9056], [-3.9317, 1.0282, 1.3504], [-4.6564, 1.6805, 0.0242], [-0.0084, -3.1279, 1.0799], [-0.9550, -3.3011, 0.3257], [-2.2737, -3.4387, -0.2713], [1.0513, -3.1235, 1.2883], [-2.0388, -4.0487, -1.2170], [-2.7037, -2.3617, -0.5376], [-3.0061, -4.0895, 0.3339]], "atomic_forces_ev_per_a": [[-0.3, 4.5, 2.8], [-0.2, -1.0, -0.9], [1.0, 1.3, -1.5], [3.0, 2.1, 1.2], [0.4, -3.5, -3.5], [0.2, -2.1, 3.6], [-1.8, -1.9, -1.2], [1.8, 1.0, 1.4], [-0.5, -0.5, -2.8], [-1.5, -0.7, -1.4], [-0.2, 1.7, 2.3], [0.6, 0.5, -0.1], [0.2, -3.0, -2.3], [-1.1, -1.0, 0.2], [0.0, -1.9, -0.7], [-1.6, 0.7, 1.1], [-0.3, 2.3, 1.7], [-0.5, -0.3, 1.2], [-0.1, 0.5, 0.3], [0.6, 0.9, -2.8], [-0.4, -0.2, -0.6], [1.2, 2.2, 0.7], [-0.1, 0.2, 0.4], [-0.8, -0.2, 0.1], [0.6, 0.0, 2.1], [-0.7, -0.7, -1.1], [0.1, -0.9, 0.5], [0.5, 0.2, -0.7], [0.1, -0.5, -1.8], [0.3, 0.5, 2.3], [-0.8, 0.0, -1.6], [-0.6, 0.1, 0.3], [-0.9, 1.0, 0.9], [0.8, -2.7, 0.5], [1.2, 1.2, -0.7]], "nbo_charge": [-0.223, 0.005, -0.137, -0.589, -0.581, -0.377, -0.424, -0.015, -0.714, 0.581, -0.739, -0.560, 0.213, 0.221, 0.198, 0.228, 0.205, 0.212, 0.213, 0.213, 0.208, 0.261, 0.202, 0.218, 0.458, 0.227, 0.244, 0.262, -0.302, 0.015, -0.736, 0.240, 0.235, 0.297, 0.242], "max_force_ev_per_a": 5.3, "relative_energy_kcal_mol": 129.22, "lumo_ev": 0.62, "e_tot_ha": -657.60652, "smiles": "C#CC(C)(C)CC[C@H](O)C(C)=O.C#CC"}